# C52H122O17

13 unconnected molecules or ions with the total composition C52H122O17 at a distorted geometry (the ωB97M-V functional and the def2-TZVPD basis, the OMol25 dataset).

Its frontier orbital gap is 0.365 Ha. Its total energy is -90707.362 eV. Its spin multiplicity is 1. The total charge is 0.

Cartesian coordinates (Å):
1 C 1.92760 1.72943 -6.13612
2 C 1.11651 0.74897 -5.30562
3 O 1.44206 -0.58159 -5.71802
4 C 0.76327 -1.56908 -4.95325
5 C -0.69652 -1.70952 -5.46258
6 H 2.99004 1.64907 -5.91040
7 H 1.83085 1.60831 -7.21315
8 H 1.69658 2.79070 -5.94657
9 H 1.29375 0.98295 -4.24014
10 H 0.05365 0.95065 -5.53299
11 H 1.31014 -2.49769 -5.06118
12 H 0.78261 -1.29923 -3.90034
13 H -1.15143 -2.59877 -5.02143
14 H -0.69139 -1.86737 -6.55612
15 H -1.29106 -0.85210 -5.20606
16 C -0.56707 -3.57778 -1.75040
17 C -1.02751 -4.90809 -1.22600
18 O -2.38267 -4.77539 -0.66219
19 C -2.85971 -5.87305 0.10621
20 C -4.04493 -5.46909 0.90697
21 H -0.69893 -2.82577 -0.97781
22 H 0.51634 -3.66274 -1.94647
23 H -1.09728 -3.25948 -2.64965
24 H -1.08400 -5.61602 -2.03917
25 H -0.31867 -5.24410 -0.45645
26 H -3.08007 -6.68645 -0.57909
27 H -2.08784 -6.30029 0.74615
28 H -4.54721 -6.37758 1.23085
29 H -4.71804 -4.91548 0.23670
30 H -3.83706 -4.83828 1.75483
31 C 2.58616 -2.48398 0.43092
32 C 3.42510 -3.48929 -0.36077
33 O 3.91001 -2.88361 -1.55324
34 C 4.70291 -3.75583 -2.31396
35 C 5.45148 -3.08088 -3.46558
36 H 3.07223 -1.50018 0.49611
37 H 1.61339 -2.35302 -0.02794
38 H 2.43749 -2.86596 1.46189
39 H 4.25198 -3.77472 0.27429
40 H 2.80272 -4.37362 -0.54962
41 H 5.48859 -4.15179 -1.67705
42 H 4.02242 -4.50533 -2.72693
43 H 6.07965 -3.79612 -3.99434
44 H 6.05526 -2.20101 -3.16641
45 H 4.75902 -2.70380 -4.24382
46 C -1.00485 3.50942 -4.05376
47 C 0.38754 3.82094 -3.48938
48 O 1.08093 4.69917 -4.30712
49 C 2.33854 5.06969 -3.68487
50 C 2.23975 6.21805 -2.66913
51 H -1.65940 4.36380 -4.08998
52 H -0.92880 3.12387 -5.06409
53 H -1.43585 2.68420 -3.49622
54 H 0.24234 4.14605 -2.44546
55 H 1.01205 2.91721 -3.34673
56 H 2.73035 4.20096 -3.15389
57 H 3.04730 5.25928 -4.48364
58 H 1.94203 7.18188 -3.11011
59 H 3.17688 6.39730 -2.10954
60 H 1.47459 5.90306 -1.93598
61 C -7.86790 -1.71917 4.57058
62 C -7.03576 -1.99551 3.36827
63 O -6.28520 -0.80343 3.10597
64 C -5.50375 -0.87104 1.93074
65 C -4.82407 0.44154 1.74290
66 H -8.42771 -2.63194 4.79632
67 H -7.25293 -1.51290 5.44507
68 H -8.59120 -0.90791 4.38334
69 H -6.38402 -2.82722 3.57421
70 H -7.60931 -2.27471 2.47911
71 H -4.78922 -1.68038 1.96758
72 H -6.20592 -1.04051 1.11580
73 H -5.53917 1.25492 1.60658
74 H -4.10999 0.45940 0.91951
75 H -4.28323 0.66435 2.66106
76 C -2.58170 3.82301 -0.84129
77 C -3.12153 5.17703 -1.20222
78 O -2.20724 5.76201 -2.09250
79 C -2.60795 7.08646 -2.48667
80 C -1.54057 7.64950 -3.41532
81 H -1.51121 3.82597 -0.60491
82 H -3.16056 3.37547 -0.03741
83 H -2.71260 3.14549 -1.66641
84 H -4.09030 5.02585 -1.70222
85 H -3.27582 5.83877 -0.33637
86 H -3.59903 7.11022 -2.97034
87 H -2.64933 7.63250 -1.54722
88 H -1.65902 7.26239 -4.44840
89 H -0.51177 7.37415 -3.20603
90 H -1.65286 8.73452 -3.55099
91 C 0.85954 2.27007 3.75773
92 C 2.18264 2.11287 4.50866
93 O 2.81555 0.97566 4.00074
94 C 4.22473 1.07112 4.09737
95 C 4.78171 -0.16875 3.41204
96 H 0.31271 1.32884 3.60940
97 H 0.17966 3.00901 4.19681
98 H 1.06637 2.70970 2.78016
99 H 2.71752 3.06368 4.40559
100 H 2.02210 1.98876 5.58974
101 H 4.49467 1.99605 3.58065
102 H 4.57336 1.20093 5.12416
103 H 5.85715 -0.13263 3.33428
104 H 4.32904 -0.33396 2.45099
105 H 4.48042 -1.04433 4.00428
106 C -3.66147 -1.66505 -1.35566
107 C -4.89546 -1.03173 -1.82803
108 O -5.00199 -1.26633 -3.23059
109 C -6.05466 -0.59870 -3.91146
110 C -6.11811 -1.21295 -5.29154
111 H -3.40784 -2.56180 -1.90201
112 H -2.83432 -0.94941 -1.45283
113 H -3.66718 -1.86064 -0.27447
114 H -5.75152 -1.54881 -1.36582
115 H -4.94216 0.03685 -1.59316
116 H -7.00944 -0.80870 -3.42211
117 H -5.85534 0.46520 -3.89198
118 H -6.72467 -0.67483 -6.01462
119 H -6.44246 -2.24944 -5.22468
120 H -5.13631 -1.28780 -5.74097
121 C 3.53087 0.92789 -2.70059
122 C 4.93669 1.24897 -2.22815
123 O 4.96772 2.63996 -1.87345
124 C 6.23873 3.11217 -1.46020
125 C 6.14502 4.62589 -1.42715
126 H 3.48549 -0.17557 -2.89521
127 H 2.78446 1.22929 -1.93451
128 H 3.36443 1.39373 -3.67227
129 H 5.19549 0.66540 -1.32983
130 H 5.68473 0.92189 -2.98656
131 H 6.44848 2.58408 -0.51740
132 H 6.99909 2.73599 -2.16610
133 H 5.30919 4.92556 -0.78317
134 H 5.98323 4.93338 -2.46145
135 H 7.12150 5.04763 -1.09795
136 O 2.55317 -4.10973 5.64646
137 C 2.64938 -3.42014 4.66002
138 O 3.67978 -3.47913 3.80221
139 C 4.65919 -4.45645 4.17586
140 C 5.91049 -4.10026 3.42489
141 C 1.69266 -2.34595 4.18438
142 H 4.32332 -5.47210 3.92951
143 H 4.92827 -4.37047 5.23188
144 H 6.17049 -3.07235 3.71234
145 H 5.83012 -4.06893 2.33244
146 H 6.72683 -4.80245 3.65721
147 H 1.49999 -1.67380 5.00329
148 H 0.74650 -2.78177 3.86017
149 H 2.11552 -1.74946 3.36377
150 O -2.74311 -4.92290 4.75340
151 C -1.99395 -4.84997 5.68816
152 O -2.30808 -4.28474 6.89454
153 C -3.60883 -3.59557 6.90322
154 C -3.49067 -2.43484 6.01478
155 C -0.58623 -5.43490 5.65044
156 H -3.83204 -3.23467 7.89865
157 H -4.29298 -4.31728 6.48272
158 H -2.74341 -1.75772 6.37662
159 H -4.38490 -1.81330 6.06424
160 H -3.23619 -2.61436 4.99112
161 H -0.40931 -6.14977 6.46467
162 H 0.19800 -4.66021 5.69910
163 H -0.47972 -5.97656 4.71750
164 O 2.14870 5.77095 1.49364
165 C 1.17186 5.14120 1.17881
166 O 1.17520 4.10720 0.31680
167 C 2.48433 3.68452 -0.15522
168 C 3.05278 2.72097 0.86850
169 C -0.19393 5.52925 1.63749
170 H 3.13017 4.53913 -0.28438
171 H 2.28289 3.19223 -1.09983
172 H 3.98391 2.24922 0.54054
173 H 2.32243 1.91321 1.04876
174 H 3.16965 3.20175 1.84533
175 H -0.93739 4.73924 1.63202
176 H -0.41751 6.32217 0.89797
177 H -0.11879 6.04034 2.60991
178 O -0.90129 1.28904 1.27809
179 C -0.63219 0.48104 0.42751
180 O -0.71121 -0.85641 0.64152
181 C -1.24771 -1.22593 1.89844
182 C -1.38122 -2.69176 1.85506
183 C -0.03893 0.70864 -0.90023
184 H -2.20272 -0.71104 1.99654
185 H -0.62548 -0.92479 2.73844
186 H -1.96913 -3.03195 1.01099
187 H -1.77938 -3.04809 2.81468
188 H -0.40207 -3.16993 1.73284
189 H 0.94696 0.25473 -0.93671
190 H 0.00773 1.76956 -1.11728
191 H -0.73429 0.19645 -1.60539